Density functional theory data (the ωB97M-V functional and the def2-TZVPD basis) for a molecular structure, C31H37N3OPtSb2 in a non-equilibrium geometry.

Calculated values
- Gap between HOMO and LUMO: 5.59 eV
- Strongest force on any atom: 1.47 eV/A
- Total energy: -2042.25382 Ha
- Net charge: +2
- Energy relative to the best compared isomer or geometry (same formula, charge and spin): 1.095 eV

Each line ends with the Löwdin charge.
Geometry (Å):
Pt 0.5267 0.6130 -1.1512  1.12
O -0.0787 -2.3223 -3.8971  0.12
C -0.1450 -1.3644 -3.1575  -0.49
N 0.6152 -1.1422 -2.0672  -0.14
C 1.7221 -2.0350 -1.7902  -0.13
C 2.4495 -1.4762 -0.6089  -0.25
C 3.6479 -2.0110 -0.1581  0.01
C 4.2778 -1.4578 0.9375  0.00
C 3.6919 -0.3684 1.5784  -0.02
C 2.5092 0.1218 1.0870  -0.14
N 1.8825 -0.4198 0.0195  -0.08
C -1.0897 -0.2222 -3.3812  -0.16
C -2.0419 -0.2587 -4.3769  0.05
C -2.8477 0.8481 -4.5786  0.01
C -2.6633 1.9651 -3.7757  0.00
C -1.6960 1.9356 -2.7935  -0.13
N -0.9228 0.8547 -2.5857  -0.08
H 1.3602 -3.0487 -1.5843  0.14
H 2.3987 -2.1331 -2.6445  0.15
H 4.0712 -2.8599 -0.6789  0.14
H 5.2138 -1.8662 1.2961  0.13
H 4.1494 0.0945 2.4414  0.13
H 2.0125 0.9608 1.5552  0.11
H -2.1135 -1.1571 -4.9757  0.14
H -3.6029 0.8465 -5.3537  0.13
H -3.2568 2.8589 -3.9088  0.13
H -1.5229 2.7877 -2.1625  0.07
C -2.6211 -3.3039 2.1059  -0.32
Sb -1.0253 -2.1731 1.2703  1.32
C 0.3876 -3.7850 1.2720  -0.32
C -0.2515 -1.2719 3.1177  -0.30
C -1.4293 -0.6716 3.8159  -0.31
C -2.1732 -1.4423 4.7052  -0.06
C -3.3602 -0.9809 5.2504  -0.05
C -3.8418 0.2712 4.8987  -0.06
C -3.0938 1.0622 4.0471  -0.04
C -1.8703 0.6226 3.5272  -0.29
C -1.0737 1.6334 2.7522  -0.25
Sb -1.1548 1.5795 0.5848  1.37
C -1.3483 3.6880 0.3540  -0.27
C -3.1176 0.8916 0.2536  -0.26
H -2.2601 -3.9013 2.9413  0.02
H -2.9912 -3.9699 1.3261  0.01
H -3.4317 -2.6600 2.4397  0.01
H 0.1914 -4.4128 2.1396  0.02
H 1.4053 -3.3979 1.3289  -0.01
H 0.2846 -4.3867 0.3692  0.01
H 0.4945 -0.5467 2.8011  0.02
H 0.2186 -2.0907 3.6587  0.07
H -1.8071 -2.4258 4.9744  0.12
H -3.9118 -1.6001 5.9452  0.12
H -4.7740 0.6373 5.3065  0.11
H -3.4391 2.0636 3.8105  0.12
H -0.0131 1.6555 3.0017  0.06
H -1.4931 2.6261 2.9172  0.07
H -2.3827 3.9574 0.5632  0.03
H -1.0741 4.0488 -0.6318  0.00
H -0.6962 4.1726 1.0801  0.03
H -3.7869 1.7133 0.5052  0.03
H -3.2983 0.0425 0.9100  0.00
H -3.2669 0.5894 -0.7805  0.01
C 1.3473 2.6076 -1.3790  -0.15
C 2.4207 1.9283 -2.0861  -0.37
C 3.6654 1.6798 -1.4745  -0.04
C 4.6666 1.0351 -2.1615  -0.04
C 4.4546 0.6241 -3.4818  -0.03
C 3.2538 0.8907 -4.1195  -0.04
C 2.2501 1.5552 -3.4315  -0.04
H 0.6439 3.1543 -1.9970  0.06
H 1.6076 3.0962 -0.4474  0.07
H 3.8383 2.0375 -0.4667  0.12
H 5.6243 0.8630 -1.6883  0.12
H 5.2470 0.1195 -4.0200  0.12
H 3.1079 0.6065 -5.1528  0.12
H 1.3305 1.8244 -3.9401  0.12